The following is a DFT calculation (ωB97M-V with the def2-TZVPD basis set) of a structure of composition C32H43F2N3O3S2Si.

XYZ file:
```
86
Properties=species:S:1:pos:R:3
C 6.551 -4.146 -1.242
C 5.610 -3.905 -2.500
O 5.870 -2.950 -3.210
N 4.508 -4.815 -2.660
C 3.758 -4.619 -3.924
C 2.357 -3.874 -3.679
C 2.499 -2.548 -2.826
C 1.517 -1.381 -3.369
C 0.532 -0.984 -2.207
C -0.610 -1.923 -1.754
C -0.750 -3.297 -2.482
C -2.221 -3.843 -2.610
O -2.306 -4.770 -3.724
Si -2.459 -6.393 -3.169
C -4.140 -6.776 -2.363
C -2.349 -7.472 -4.760
C -1.024 -6.966 -2.055
C -1.437 -1.461 -0.660
O -2.472 -2.260 -0.148
C -1.228 -0.126 0.034
N -1.971 0.355 1.111
S -1.262 1.834 1.457
N -0.024 1.964 0.331
C -0.107 0.801 -0.405
C 0.763 0.311 -1.546
C 1.948 1.282 -1.948
C 3.358 0.681 -1.499
C 4.549 1.530 -2.160
S 4.698 1.240 -3.997
H 7.475 -4.724 -1.533
H 6.009 -4.672 -0.402
H 6.869 -3.125 -0.876
H 3.873 -4.669 -1.862
H 4.351 -4.169 -4.759
H 3.464 -5.657 -4.278
H 1.701 -4.658 -3.190
H 1.939 -3.597 -4.690
H 3.537 -2.128 -2.910
H 2.302 -2.694 -1.719
H 0.944 -1.743 -4.277
H 2.149 -0.529 -3.721
H -0.381 -3.139 -3.543
H -0.029 -4.054 -2.044
H -2.416 -4.469 -1.677
H -3.016 -3.051 -2.637
H -4.828 -7.237 -3.136
H -4.041 -7.567 -1.554
H -4.609 -5.886 -1.850
H -3.096 -7.162 -5.540
H -1.304 -7.291 -5.166
H -2.484 -8.568 -4.522
H -0.561 -6.167 -1.418
H -0.225 -7.385 -2.747
H -1.335 -7.843 -1.410
H -3.300 -2.071 -0.630
H 1.848 2.298 -1.485
H 1.961 1.433 -3.071
H 3.507 0.748 -0.384
H 3.508 -0.377 -1.845
H 4.225 2.612 -2.073
H 5.535 1.340 -1.650
H 4.111 0.024 -4.283
F -3.615 4.487 7.561
C -3.467 4.672 6.238
C -3.234 3.579 5.422
C -3.085 3.771 4.054
C -3.161 5.054 3.521
C -3.390 6.143 4.353
C -3.550 5.952 5.719
H -3.170 2.589 5.857
H -2.910 2.923 3.404
H -3.040 5.203 2.454
H -3.445 7.143 3.938
H -3.738 6.787 6.380
F -4.041 8.969 6.213
C -2.940 9.583 6.687
C -2.829 9.821 8.044
C -1.691 10.450 8.534
C -0.684 10.842 7.658
C -0.811 10.601 6.295
C -1.944 9.962 5.806
H -3.628 9.516 8.710
H -1.590 10.636 9.596
H 0.201 11.337 8.041
H -0.028 10.910 5.613
H -2.056 9.758 4.748
```

## Properties
frontier orbital gap	7.604	eV


The following is a DFT calculation (ωB97M-V with the def2-TZVPD basis set) of a cluster of 8 separate species, C12H26Cl5N7O14 in total.

XYZ file:
```
64
Properties=species:S:1:pos:R:3
C -2.502 1.304 -1.496
C -1.573 1.823 -0.411
N -0.407 0.952 -0.215
C 0.886 1.205 -0.595
C 1.633 0.219 -0.051
N 0.825 -0.588 0.681
C -0.432 -0.172 0.528
C 1.305 -1.666 1.528
H -1.954 0.991 -2.386
H -3.181 2.099 -1.800
H -3.066 0.439 -1.142
H -2.075 1.876 0.551
H -1.171 2.779 -0.733
H 1.156 2.154 -1.028
H 2.695 0.021 -0.039
H -1.316 -0.580 0.989
H 1.197 -2.669 1.115
H 0.725 -1.736 2.447
H 2.359 -1.479 1.721
Cl 5.539 -0.240 1.248
O 5.650 -1.009 2.445
O 4.626 0.858 1.371
O 6.813 0.346 0.899
O 5.134 -1.154 0.216
C -6.841 2.948 -3.125
Cl -6.450 4.196 -1.935
Cl -5.894 1.497 -2.833
Cl -8.574 2.619 -2.991
Cl -6.461 3.534 -4.756
C 5.825 -4.271 0.559
N 4.888 -4.458 1.666
O 3.789 -3.982 1.532
O 5.249 -5.112 2.613
H 6.201 -5.246 0.242
H 6.673 -3.598 0.635
H 5.250 -3.937 -0.301
C 1.016 3.071 -5.516
N 2.087 3.107 -4.469
O 1.690 3.387 -3.356
O 3.227 2.893 -4.769
H 1.333 2.573 -6.425
H 0.758 4.114 -5.687
H 0.158 2.589 -5.062
C -3.312 -3.095 -0.540
N -1.979 -3.633 -0.221
O -1.469 -3.326 0.841
O -1.502 -4.407 -1.023
H -3.519 -2.187 0.018
H -4.046 -3.863 -0.293
H -3.455 -2.935 -1.605
C 1.695 3.054 2.482
N 0.739 4.111 2.036
O 0.327 4.064 0.885
O 0.501 5.013 2.815
H 1.399 2.114 2.033
H 1.698 3.087 3.567
H 2.704 3.332 2.180
C -4.137 -2.264 3.943
N -3.382 -1.286 3.118
O -3.998 -0.654 2.285
O -2.184 -1.267 3.253
H -3.598 -2.345 4.882
H -4.095 -3.221 3.427
H -5.178 -1.988 4.055
```

## Properties
frontier orbital gap	7.496	eV
ΔE to the lowest compared entry with this formula, charge and spin	0.0000	eV


The following is a DFT calculation (ωB97M-V with the def2-TZVPD basis set) of a cluster of 2 separate species, C4H6O2 in total.

XYZ file:
```
12
Properties=species:S:1:pos:R:3
O 0.369 1.352 1.759
C -0.031 0.246 1.107
C -0.134 -1.061 1.254
C 0.254 -0.628 -1.768
O -0.692 0.118 -1.807
C -0.177 1.469 0.385
H -0.622 -1.637 0.480
H 0.205 -1.570 2.144
H 1.217 -0.353 -1.297
H 0.201 -1.643 -2.197
H -1.155 1.939 0.294
H 0.564 1.767 -0.354
```

## Properties
frontier orbital gap	10.005	eV
ΔE to the lowest compared entry with this formula, charge and spin	3.5736	eV
SMILES	C=C1CO1.C=O